{
  "formula": "C11H23N3",
  "method": "ωB97M-V with the def2-TZVPD basis set",
  "elements": ["C", "C", "C", "C", "C", "C", "C", "C", "C", "C", "C", "N", "N", "N", "H", "H", "H", "H", "H", "H", "H", "H", "H", "H", "H", "H", "H", "H", "H", "H", "H", "H", "H", "H", "H", "H", "H"],
  "coordinates": [[-3.172373, 1.514611, -1.501876], [-0.900858, 0.133340, -0.198362], [-5.444540, 1.003871, 0.955030], [-2.272268, 1.700612, -2.697446], [-6.050342, 1.054145, 2.265868], [5.881365, -2.166737, 0.039362], [0.329838, 0.754446, 0.480933], [4.934482, -0.896521, 0.274471], [1.259122, -0.477456, 0.094302], [3.620848, -1.081287, -0.370663], [2.680340, 0.036890, -0.026412], [-4.245841, 1.295360, 0.642093], [-3.732300, 1.273445, -0.518904], [-1.710481, -0.753252, 0.407017], [-0.825674, 0.242453, -1.319180], [-5.919755, 0.585256, 0.126394], [-2.602998, 2.557721, -3.293283], [-2.623335, 0.751320, -3.306341], [-1.129906, 1.836698, -2.472379], [-6.251810, -0.003587, 2.475945], [-7.033165, 1.417201, 2.061236], [-5.437069, 1.507714, 3.051766], [5.500368, -3.089778, 0.406938], [6.105584, -2.395526, -0.984149], [6.741004, -2.010802, 0.580900], [0.237007, 0.767094, 1.514791], [0.776584, 1.731790, -0.028645], [5.468572, -0.087823, -0.132836], [4.788073, -0.644079, 1.383784], [1.031979, -1.253739, 0.778696], [1.156241, -0.827170, -0.890265], [3.654358, -1.236620, -1.455825], [3.244303, -2.049412, 0.163469], [2.716816, 0.883542, -0.709557], [2.905474, 0.377398, 0.975096], [-2.063486, -1.572206, -0.175039], [-1.616156, -0.878912, 1.403070]],
  "atomic_forces_ev_per_a": [[0.922, 0.348, 0.387], [1.745, -0.577, 0.781], [1.095, -0.497, -0.998], [-0.668, -1.618, -0.308], [0.779, -0.754, -0.099], [-2.323, 1.192, 0.038], [-0.912, 0.264, -3.700], [1.727, -1.886, 1.114], [0.028, 1.969, -0.408], [-1.319, -1.988, 0.860], [-0.178, -0.003, 1.463], [1.400, 1.203, 3.332], [0.200, 0.515, -3.023], [1.336, 0.253, -2.827], [-0.792, -0.684, 1.428], [-2.038, -0.608, -1.060], [-0.073, -0.033, 0.263], [1.490, 1.725, 0.727], [-2.400, -0.509, -0.283], [0.048, -0.080, 0.350], [-0.835, 0.814, 0.547], [-0.490, 0.086, -0.294], [-0.889, -0.651, 0.608], [0.142, 0.526, -0.719], [2.269, 0.419, 0.954], [-0.033, 0.534, 1.894], [-1.389, -2.078, 1.259], [0.636, 1.356, -0.558], [0.330, -0.694, -1.416], [0.341, -0.840, 0.735], [-1.210, -0.829, -1.526], [0.158, -0.201, 0.234], [0.157, 1.361, -1.330], [0.062, -0.004, -0.085], [0.540, 0.545, 0.219], [0.232, 1.551, 1.208], [-0.090, -0.128, 0.232]],
  "homo_ev": -15.821,
  "multiplicity": 1,
  "total_charge": 2,
  "e_lumo_ev": -7.9,
  "e_above_lowest_ev": 6.427
}